(1)
Formula: C3HBr2NO
Source: OMol25
Level of theory: ωB97M-V/def2-TZVPD

Output
**Multiplicity**: 1
**Electronic energy**: -5392.808086 a.u.
**Orbital gap**: 8.608 eV
**Highest occupied orbital energy**: -9.06 eV

Structure (XYZ):
```
8
Properties=species:S:1:pos:R:3:forces:R:3
Br -2.054 0.713 -1.388 0.4 0.1 0.0
Br -1.546 -0.040 1.614 -0.1 0.1 0.2
O 0.801 2.084 0.044 0.4 -1.1 0.1
N 1.527 -0.285 0.090 1.9 0.9 0.6
C 0.821 -1.258 -0.113 -3.9 3.7 -0.3
C 0.589 0.924 0.043 -0.3 -0.3 -0.7
C -0.742 0.146 -0.124 1.0 -2.2 0.3
H 0.603 -2.284 -0.165 0.5 -1.1 -0.1
```
Forces are in eV/Å.

Mulliken charges in e: number 1, Br, carries -0.063; number 2, Br, carries -0.037; number 3, O, carries -0.389; number 4, N, carries -0.484; number 5, C, carries 0.190; number 6, C, carries 0.477; number 7, C, carries -0.041; number 8, H, carries 0.348


(2)
Formula: C3HBr3N2O2
Source: OMol25
Level of theory: ωB97M-V/def2-TZVPD

Output
**Multiplicity**: 1
**Electronic energy**: -8096.924788 a.u.
**Orbital gap**: 9.608 eV
**Highest occupied orbital energy**: -10.81 eV

Structure (XYZ):
```
11
Properties=species:S:1:pos:R:3:forces:R:3
Br -2.571 0.830 -1.660 -0.2 0.2 -0.5
Br -3.904 2.363 0.764 0.3 -0.3 0.1
Br -3.902 -2.435 -0.178 1.0 0.7 0.5
O -0.636 2.196 1.020 0.7 -2.2 -1.4
O -1.611 -2.116 1.484 -0.6 0.5 -1.2
N -2.600 -0.112 0.931 -1.5 1.0 -0.9
N 0.404 0.438 -0.198 0.2 -0.1 -0.2
C -0.210 1.252 0.418 0.0 2.4 1.7
C -2.934 0.872 0.174 0.5 -3.0 1.2
C -2.398 -1.497 0.839 -0.2 0.7 0.7
H 0.325 -0.513 -0.490 -0.2 -0.1 0.1
```
Forces are in eV/Å.

Mulliken charges in e: number 1, Br, carries 0.056; number 2, Br, carries 0.018; number 3, Br, carries -0.154; number 4, O, carries -0.473; number 5, O, carries -0.417; number 6, N, carries -0.323; number 7, N, carries -0.444; number 8, C, carries 0.699; number 9, C, carries 0.226; number 10, C, carries 0.503; number 11, H, carries 0.308


(3)
Formula: C3HBr3O2
Source: OMol25
Level of theory: ωB97M-V/def2-TZVPD

Output
**Multiplicity**: 1
**Electronic energy**: -7987.199927 a.u.
**Orbital gap**: 6.881 eV
**Highest occupied orbital energy**: -8.31 eV

Structure (XYZ):
```
9
Properties=species:S:1:pos:R:3:forces:R:3
Br 2.876 1.686 -3.710 0.1 0.8 -0.3
Br 3.878 -0.876 -2.434 0.1 -0.3 -0.2
Br 3.144 0.800 0.394 1.5 0.5 1.6
O 2.060 -1.694 1.226 0.2 -0.1 -0.1
O 0.845 -0.454 -0.320 -1.2 -2.7 0.9
C 1.627 0.505 -0.547 -0.3 1.5 -2.2
C 1.112 -1.627 0.535 1.7 1.5 1.0
C 2.315 0.116 -2.929 -0.3 -0.7 0.2
H 0.389 -2.388 0.560 -1.7 -0.6 -0.9
```
Forces are in eV/Å.

Mulliken charges in e: number 1, Br, carries 0.013; number 2, Br, carries -0.069; number 3, Br, carries 0.013; number 4, O, carries -0.326; number 5, O, carries -0.141; number 6, C, carries -0.022; number 7, C, carries 0.115; number 8, C, carries -0.017; number 9, H, carries 0.434


(4)
Formula: C3HBrF2
Source: OMol25
Level of theory: ωB97M-V/def2-TZVPD

Output
**Multiplicity**: 1
**Electronic energy**: -2888.436318 a.u.
**Orbital gap**: 9.266 eV
**Highest occupied orbital energy**: -10.10 eV

Structure (XYZ):
```
7
Properties=species:S:1:pos:R:3:forces:R:3
Br 1.951 -1.452 -0.413 0.1 -0.8 0.0
F -0.623 1.719 -1.006 -0.9 -1.1 0.6
F 1.412 0.370 1.388 0.5 -0.4 -1.6
C -1.150 0.644 -0.490 -0.5 -1.0 1.3
C -1.603 -0.298 0.162 1.8 4.0 -2.6
C 1.770 0.322 0.090 -0.4 1.1 1.7
H -1.757 -1.304 0.269 -0.6 -1.7 0.6
```
Forces are in eV/Å.

Mulliken charges in e: number 1, Br, carries 0.007; number 2, F, carries -0.187; number 3, F, carries -0.056; number 4, C, carries 0.081; number 5, C, carries -0.232; number 6, C, carries 0.028; number 7, H, carries 0.359


(5)
Formula: C3HBrF2
Source: OMol25
Level of theory: ωB97M-V/def2-TZVPD

Output
**Multiplicity**: 1
**Electronic energy**: -2888.359376 a.u.
**Orbital gap (spin up / spin down)**: 5.900 / 5.902 eV
**Highest occupied orbital energy (spin up / spin down)**: -9.28 / -9.27 eV

Structure (XYZ):
```
7
Properties=species:S:1:pos:R:3:forces:R:3
Br -4.800 -0.903 -0.098 0.6 1.5 0.3
F -4.412 1.703 -0.964 0.5 -1.5 1.4
F -4.359 1.582 1.217 0.3 -2.0 -2.5
C -0.751 -0.213 -0.026 1.5 -5.4 -1.8
C -4.195 0.894 0.058 0.4 2.2 1.1
C -1.088 0.858 0.351 -3.1 4.3 1.2
H -0.360 -1.192 -0.322 -0.2 1.0 0.3
```
Forces are in eV/Å.

Mulliken charges in e: number 1, Br, carries 0.100; number 2, F, carries -0.076; number 3, F, carries -0.066; number 4, C, carries -0.025; number 5, C, carries 0.422; number 6, C, carries -0.712; number 7, H, carries 0.358


(6)
Formula: C3HBrF2
Source: OMol25
Level of theory: ωB97M-V/def2-TZVPD

Output
**Multiplicity**: 1
**Structure (SMILES)**: C#CC(F)(F)Br
**Electronic energy**: -2888.572765 a.u.
**Orbital gap**: 11.072 eV
**Highest occupied orbital energy**: -10.66 eV

Structure (XYZ):
```
7
Properties=species:S:1:pos:R:3:forces:R:3
Br 2.016 1.232 0.025 0.0 -0.2 -0.7
F 1.191 -1.012 1.052 -0.2 -0.9 0.2
F 1.045 -1.150 -1.118 -0.1 0.7 0.6
C 0.844 -0.352 -0.049 -1.0 1.4 0.3
C -0.571 0.165 0.046 -1.6 -0.2 -1.1
C -1.747 0.499 -0.070 3.4 -1.2 0.9
H -2.778 0.617 0.113 -0.5 0.4 -0.3
```
Forces are in eV/Å.

Mulliken charges in e: number 1, Br, carries -0.126; number 2, F, carries -0.176; number 3, F, carries -0.183; number 4, C, carries 0.675; number 5, C, carries -0.589; number 6, C, carries -0.031; number 7, H, carries 0.430


(7)
Formula: C3HBrF2N2O
Source: OMol25
Level of theory: ωB97M-V/def2-TZVPD

Output
**Multiplicity**: 1
**Electronic energy**: -3073.172280 a.u.
**Orbital gap (spin up / spin down)**: 7.381 / 9.097 eV
**Highest occupied orbital energy (spin up / spin down)**: -9.70 / -10.32 eV

Structure (XYZ):
```
10
Properties=species:S:1:pos:R:3:forces:R:3
Br -2.834 -1.417 -0.629 -0.3 0.3 -0.3
F -2.005 -0.750 1.808 -0.4 1.3 -1.3
F -2.687 1.027 0.660 -0.2 -0.2 0.1
O 0.855 1.447 -0.497 -1.7 -0.9 0.2
N 2.644 0.307 -0.661 2.6 2.3 -1.5
N 2.183 1.498 -0.869 0.4 -1.9 0.9
C -2.196 -0.164 0.591 2.1 -1.3 1.2
C 1.746 -0.533 -0.247 -4.3 -1.4 1.3
C 0.552 0.177 -0.149 0.8 1.6 -0.3
H 1.742 -1.592 -0.006 1.0 0.3 -0.3
```
Forces are in eV/Å.

Mulliken charges in e: number 1, Br, carries 0.017; number 2, F, carries -0.150; number 3, F, carries -0.111; number 4, O, carries -0.056; number 5, N, carries -0.289; number 6, N, carries -0.176; number 7, C, carries 0.449; number 8, C, carries -0.387; number 9, C, carries 0.336; number 10, H, carries 0.368


(8)
Formula: C3HBrF4
Source: OMol25
Level of theory: ωB97M-V/def2-TZVPD

Output
**Multiplicity**: 1
**Electronic energy**: -3088.272662 a.u.
**Orbital gap**: 10.229 eV
**Highest occupied orbital energy**: -9.58 eV

Structure (XYZ):
```
9
Properties=species:S:1:pos:R:3:forces:R:3
Br 0.199 0.298 3.913 0.1 0.0 -0.2
F 2.072 -0.803 0.435 0.4 -0.2 0.3
F 2.501 -0.914 3.190 0.0 0.0 0.0
F -0.256 1.783 0.319 -0.2 0.1 -0.2
F -1.484 0.077 0.856 -0.2 0.1 -0.2
C 1.406 -0.368 2.648 0.1 -0.1 0.0
C -0.388 0.475 0.244 3.3 -1.6 3.0
C 1.230 -0.328 1.344 -3.5 1.7 -2.6
H -0.249 0.058 -0.750 0.0 0.1 0.0
```
Forces are in eV/Å.

Mulliken charges in e: number 1, Br, carries -0.087; number 2, F, carries -0.246; number 3, F, carries -0.225; number 4, F, carries -0.169; number 5, F, carries -0.162; number 6, C, carries 0.180; number 7, C, carries 0.242; number 8, C, carries 0.208; number 9, H, carries 0.259


(9)
Formula: C3HBrN2O
Source: OMol25
Level of theory: ωB97M-V/def2-TZVPD

Output
**Multiplicity**: 1
**Electronic energy**: -2873.497721 a.u.
**Orbital gap (spin up / spin down)**: 6.756 / 6.759 eV
**Highest occupied orbital energy (spin up / spin down)**: -7.80 / -7.80 eV

Structure (XYZ):
```
8
Properties=species:S:1:pos:R:3:forces:R:3
Br -2.856 0.737 -0.052 -0.3 0.9 0.0
O 2.228 -0.231 -0.039 2.1 -0.8 -0.1
N 0.384 -1.576 0.009 -0.4 -4.5 -0.1
N -0.728 -1.874 -0.143 0.8 3.5 0.1
C 1.067 -0.352 -0.030 0.4 2.5 0.3
C -1.072 0.624 -0.086 0.2 -1.9 0.2
C 0.200 0.847 0.057 -1.9 2.2 0.2
H 0.777 1.825 0.285 -1.0 -1.9 -0.6
```
Forces are in eV/Å.

Mulliken charges in e: number 1, Br, carries 0.000; number 2, O, carries -0.398; number 3, N, carries 0.172; number 4, N, carries -0.245; number 5, C, carries 0.479; number 6, C, carries -0.482; number 7, C, carries 0.155; number 8, H, carries 0.319


(10)
Formula: C3HBrNOS2
Source: OMol25
Level of theory: ωB97M-V/def2-TZVPD

Output
**Multiplicity**: 1
**Structure (SMILES)**: S=C=NO/C([S-])=C/Br
**Electronic energy**: -3615.237928 a.u.
**Orbital gap**: 6.536 eV
**Charge**: -1
**Highest occupied orbital energy**: -3.61 eV

Structure (XYZ):
```
9
Properties=species:S:1:pos:R:3:forces:R:3
Br -3.402 0.042 0.407 -0.2 -0.1 0.0
S -1.016 2.408 -0.904 -0.6 1.7 -0.8
S 3.637 -1.753 -0.022 1.8 -0.9 -0.2
O 0.534 0.771 -0.213 5.0 -0.3 -0.5
N 1.255 -0.481 0.212 -3.7 1.4 0.2
C -1.548 -0.043 0.248 -0.2 -0.9 0.1
C 2.312 -0.944 0.028 0.0 0.3 -0.1
C -0.796 0.904 -0.269 -1.6 -0.3 0.6
H -0.976 -0.903 0.514 -0.6 -0.9 0.6
```
Forces are in eV/Å.

Mulliken charges in e: number 1, Br, carries -0.218; number 2, S, carries -0.475; number 3, S, carries -0.472; number 4, O, carries -0.097; number 5, N, carries -0.281; number 6, C, carries -0.569; number 7, C, carries 0.373; number 8, C, carries 0.330; number 9, H, carries 0.410


(11)
Formula: C3HCdLiO4
Source: OMol25
Level of theory: ωB97M-V/def2-TZVPD

Output
**Multiplicity**: 1
**Electronic energy**: -590.398955 a.u.
**Orbital gap (spin up / spin down)**: 3.300 / 3.296 eV
**Charge**: +2
**Highest occupied orbital energy (spin up / spin down)**: -15.51 / -15.50 eV

Structure (XYZ):
```
10
Properties=species:S:1:pos:R:3:forces:R:3
Cd 0.506 -3.740 0.435 1.4 -2.9 0.3
O 1.424 1.844 2.073 -1.1 -1.2 -0.6
O -1.124 -0.028 0.609 1.4 -4.2 -0.2
O 0.973 -0.308 1.068 0.2 0.0 0.4
O -0.244 -2.049 0.313 -1.4 0.5 -1.7
C -0.073 -0.843 0.552 -1.3 4.1 2.6
C -0.781 1.123 1.339 -2.3 1.1 -3.9
C 0.534 1.115 1.611 2.0 0.9 -0.1
Li 2.087 3.488 2.210 0.1 0.0 0.1
H -1.416 1.670 0.530 1.1 1.7 3.1
```
Forces are in eV/Å.

Mulliken charges in e: number 1, Cd, carries 1.503; number 2, O, carries -0.802; number 3, O, carries -0.163; number 4, O, carries -0.345; number 5, O, carries -0.620; number 6, C, carries 0.891; number 7, C, carries -0.488; number 8, C, carries 0.744; number 9, Li, carries 0.940; number 10, H, carries 0.341


(12)
Formula: C3HCl2NO
Source: OMol25
Level of theory: ωB97M-V/def2-TZVPD

Output
**Multiplicity**: 3
**Electronic energy**: -1165.130672 a.u.
**Orbital gap (spin up / spin down)**: 7.903 / 8.436 eV
**Highest occupied orbital energy (spin up / spin down)**: -7.56 / -12.00 eV
**<S²>**: 2.0161

Structure (XYZ):
```
8
Properties=species:S:1:pos:R:3:forces:R:3
Cl 0.808 1.463 -0.929 -1.1 1.7 -0.8
Cl -1.731 0.659 1.766 -1.1 -3.8 3.3
O 2.806 -0.713 0.215 1.2 0.7 0.2
N -1.795 -1.265 -1.007 0.6 0.0 0.0
C -0.746 -0.851 -0.746 0.6 0.6 0.4
C 1.662 -0.654 0.016 -0.5 -3.7 1.1
C 0.482 -0.197 -0.383 -0.8 0.5 -1.1
H -1.487 1.557 1.067 1.0 4.0 -3.1
```
Forces are in eV/Å.

Mulliken charges in e: number 1, Cl, carries -0.137; number 2, Cl, carries -0.212; number 3, O, carries -0.315; number 4, N, carries -0.320; number 5, C, carries 0.315; number 6, C, carries 0.271; number 7, C, carries 0.173; number 8, H, carries 0.225


Q: What is the multiplicity in the seventh record?
A: 1


Q: Which of these has the lowest electronic energy?
A: C3HBr3N2O2


What did the second record say?
Formula: C3HBr3N2O2
Source: OMol25
Level of theory: ωB97M-V/def2-TZVPD

Output
**Multiplicity**: 1
**Electronic energy**: -8096.924788 a.u.
**Orbital gap**: 9.608 eV
**Highest occupied orbital energy**: -10.81 eV

Structure (XYZ):
```
11
Properties=species:S:1:pos:R:3:forces:R:3
Br -2.571 0.830 -1.660 -0.2 0.2 -0.5
Br -3.904 2.363 0.764 0.3 -0.3 0.1
Br -3.902 -2.435 -0.178 1.0 0.7 0.5
O -0.636 2.196 1.020 0.7 -2.2 -1.4
O -1.611 -2.116 1.484 -0.6 0.5 -1.2
N -2.600 -0.112 0.931 -1.5 1.0 -0.9
N 0.404 0.438 -0.198 0.2 -0.1 -0.2
C -0.210 1.252 0.418 0.0 2.4 1.7
C -2.934 0.872 0.174 0.5 -3.0 1.2
C -2.398 -1.497 0.839 -0.2 0.7 0.7
H 0.325 -0.513 -0.490 -0.2 -0.1 0.1
```
Forces are in eV/Å.

Mulliken charges in e: number 1, Br, carries 0.056; number 2, Br, carries 0.018; number 3, Br, carries -0.154; number 4, O, carries -0.473; number 5, O, carries -0.417; number 6, N, carries -0.323; number 7, N, carries -0.444; number 8, C, carries 0.699; number 9, C, carries 0.226; number 10, C, carries 0.503; number 11, H, carries 0.308